Entry 1:
The following is a DFT calculation (ωB97M-V/def2-TZVPD) of one molecule with the formula C3H4N2O in a non-equilibrium geometry.

Geometry as ORCA input:
```
! wB97M-V def2-TZVPD RIJCOSX def2/J DEFGRID3
* xyz 0 1
C 1.42 -0.08 0.20
C -0.05 0.07 0.22
C -1.07 0.12 -0.87
N -2.24 0.00 -0.38
O -2.02 0.21 0.90
N -0.74 0.25 1.31
H 2.12 0.74 0.49
H 1.80 -0.34 -0.82
H 1.76 -0.89 0.91
H -0.97 -0.08 -1.95
*
```

Relative energy (zero: lowest compared OMol25 entry of this formula, charge and spin): 3.378 eV
F_max: 4.7 eV Å⁻¹
SMILES string: Cc1cnon1
HOMO: -10.76 eV
Total energy: -8200.508 eV
Molar mass: 84.1 Da
Orbital gap: 11.645 eV

***

Entry 2:
The following is a DFT calculation (ωB97M-V/def2-TZVPD) of C21H25FN4O2 as an isolated structure in a non-equilibrium geometry.

Geometry as ORCA input:
```
! wB97M-V def2-TZVPD RIJCOSX def2/J DEFGRID3
* xyz 0 1
C -5.42 -1.23 -0.41
H -4.61 -1.90 0.01
H -5.76 -0.49 0.22
H -6.20 -1.88 -0.97
C -4.73 -0.60 -1.73
C -3.74 0.38 -0.96
C -2.44 0.18 -1.17
N -1.40 1.12 -1.04
C -1.74 2.14 -0.21
C -2.95 2.30 0.30
C -4.05 1.72 -0.13
H -5.12 1.79 0.05
H -3.18 2.99 0.86
C -0.54 3.12 0.31
N 0.67 2.59 -0.45
C 1.75 2.41 0.52
O 2.00 2.73 1.56
C 2.85 1.61 -0.27
H 3.92 1.83 0.15
H 3.01 2.15 -1.23
C 2.42 0.17 -0.61
N 2.35 -0.39 0.93
C 3.33 -1.51 0.99
C 4.63 -1.23 0.52
N 4.51 -0.85 -1.31
C 3.51 -0.39 -1.56
O 3.24 -0.47 -2.75
H 5.22 -1.21 -1.76
H 5.32 -2.14 0.58
H 5.13 -0.43 0.92
H 3.44 -1.71 1.96
H 2.93 -2.57 0.32
C 1.23 -0.50 1.46
C 0.09 -1.54 0.82
C -1.14 -1.53 1.51
C -2.12 -2.05 1.12
C -1.98 -2.99 -0.24
C -0.82 -2.93 -0.50
C 0.22 -2.12 -0.29
H 1.03 -2.02 -0.78
H -0.61 -3.60 -1.51
H -2.96 -3.55 -0.18
H -3.17 -2.30 1.69
F -1.32 -0.87 2.66
H 1.28 -0.82 2.40
H 0.97 0.42 1.51
H 1.55 0.05 -0.92
H 0.70 1.97 -1.16
H -0.78 4.15 -0.15
H -0.55 3.11 1.41
H -2.00 -0.45 -2.04
H -4.29 -1.05 -2.36
H -5.30 0.26 -2.19
*
```

Relative energy (zero: lowest compared OMol25 entry of this formula, charge and spin): 21.642 eV
F_max: 19.9 eV Å⁻¹
HOMO: -8.33 eV
Total energy: -34936.307 eV
Molar mass: 384.5 Da
Orbital gap: 8.883 eV

***

Entry 3:
The following is a DFT calculation (ωB97M-V/def2-TZVPD) of C4H3Br2Cl2NOS as an isolated structure in a non-equilibrium geometry.

Geometry as ORCA input:
```
! wB97M-V def2-TZVPD RIJCOSX def2/J DEFGRID3
* xyz 0 1
C 0.22 -0.91 -0.12
C 0.32 -0.24 -1.44
C 0.22 1.32 -1.29
C -0.43 -0.48 2.29
N -0.24 -0.04 0.90
O 0.49 -2.06 0.15
S -0.86 1.41 0.22
Cl 1.74 -0.70 -2.21
Cl -0.49 2.07 -2.73
Br -1.26 -0.85 -2.41
Br 1.92 2.34 -1.10
H -0.11 0.36 3.02
H -1.48 -0.76 2.35
H -0.06 -1.46 2.37
*
```

Relative energy (zero: lowest compared OMol25 entry of this formula, charge and spin): 0.000 eV
F_max: 3.9 eV Å⁻¹
HOMO: -8.91 eV
Total energy: -183697.842 eV
Molar mass: 343.9 Da
Orbital gap: 8.549 eV

***

Entry 4:
The following is a DFT calculation (ωB97M-V/def2-TZVPD) of a 2-piece molecular cluster, C5H8 overall in a non-equilibrium geometry.

Geometry as ORCA input:
```
! wB97M-V def2-TZVPD RIJCOSX def2/J DEFGRID3
* xyz 0 3
C 2.34 -0.45 0.35
C -2.43 -0.49 -0.23
C 1.27 -0.17 -0.41
C -1.61 0.14 0.56
C 0.47 1.00 -0.27
H 2.92 -1.34 0.21
H 2.67 0.22 1.12
H -3.38 -0.86 0.15
H -2.24 -0.68 -1.27
H 0.98 -0.86 -1.19
H -1.63 0.41 1.59
H 0.70 1.70 0.51
H -0.04 1.38 -1.13
*
```

<S²>: 2.04
Relative energy (zero: lowest compared OMol25 entry of this formula, charge and spin): 0.929 eV
F_max: 3.4 eV Å⁻¹
HOMO (alpha / beta): -6.29 / -10.06 eV
Total energy: -5308.527 eV
Molar mass: 68.1 Da
Orbital gap (alpha / beta): 7.555 / 8.836 eV

***

Entry 5:
The following is a DFT calculation (ωB97M-V/def2-TZVPD) of a 2-piece molecular cluster, C9H6N6 overall in a non-equilibrium geometry.

Geometry as ORCA input:
```
! wB97M-V def2-TZVPD RIJCOSX def2/J DEFGRID3
* xyz 0 1
C 1.72 -1.93 -1.01
C 2.05 0.52 -1.04
C 0.33 0.51 2.19
C -2.02 0.52 1.33
C -0.72 -1.74 0.50
C -0.95 0.01 -1.37
C 1.76 -0.68 -0.39
C -0.59 0.70 1.06
C -0.44 -0.43 -0.02
N 1.77 -3.07 -1.18
N 2.12 1.53 -1.64
N 1.07 0.44 3.05
N -3.15 0.57 1.42
N -1.01 -2.73 1.04
N -0.37 1.94 0.38
H -1.95 0.44 -1.23
H -1.04 -0.97 -1.88
H -0.18 0.70 -1.74
H 2.06 -0.65 0.66
H -1.08 2.38 -0.21
H 0.63 1.93 0.09
*
```

Relative energy (zero: lowest compared OMol25 entry of this formula, charge and spin): 0.000 eV
F_max: 3.8 eV Å⁻¹
HOMO (alpha / beta): -10.72 / -10.72 eV
Total energy: -18365.461 eV
Molar mass: 198.2 Da
Orbital gap (alpha / beta): 8.323 / 8.322 eV

***

Entry 6:
The following is a DFT calculation (ωB97M-V/def2-TZVPD) of CHCaLiO as an isolated structure in a non-equilibrium geometry.

Geometry as ORCA input:
```
! wB97M-V def2-TZVPD RIJCOSX def2/J DEFGRID3
* xyz 0 1
H 0.73 -0.77 0.72
O -1.33 0.70 1.17
C -0.79 -0.17 0.23
Ca 0.57 1.62 0.81
Li -2.78 0.07 0.30
*
```

Relative energy (zero: lowest compared OMol25 entry of this formula, charge and spin): 0.816 eV
F_max: 2.4 eV Å⁻¹
HOMO (alpha / beta): -6.42 / -4.60 eV
Total energy: -21739.380 eV
Molar mass: 76.0 Da
Orbital gap (alpha / beta): 5.706 / 3.965 eV

***

Entry 7:
The following is a DFT calculation (ωB97M-V/def2-TZVPD) of C12H14BF4IN2Ru as an isolated structure in a non-equilibrium geometry.

Geometry as ORCA input:
```
! wB97M-V def2-TZVPD RIJCOSX def2/J DEFGRID3
* xyz 2 5
C -2.01 0.67 -3.53
C -2.38 1.88 -2.69
H -0.92 0.75 -3.75
H -2.51 0.65 -4.51
H -2.33 -0.25 -3.01
H -1.66 2.06 -1.88
H -2.43 2.76 -3.33
H -3.36 1.72 -2.24
C 2.15 -1.88 -0.63
C 3.37 -2.37 -0.17
C 3.92 -1.86 1.01
C 3.18 -0.88 1.67
H 1.57 -2.30 -1.43
H 3.88 -3.15 -0.72
H 4.88 -2.20 1.43
H 3.43 -0.44 2.63
N 1.56 -0.78 -0.12
C 2.02 -0.35 1.09
C 1.12 0.59 1.72
N 0.08 0.91 0.92
C -0.97 1.57 1.44
C 0.14 1.80 3.57
C -0.97 2.01 2.75
H -1.83 1.68 0.78
H -1.85 2.52 3.13
C 1.19 1.06 3.05
H 2.09 0.81 3.61
H 0.20 2.20 4.58
Ru -0.09 -0.05 -1.09
I 0.35 -1.17 -3.37
F -2.14 -0.12 -0.37
B -2.39 -1.69 -0.16
F -3.10 -1.85 1.00
F -3.08 -2.00 -1.36
F -1.08 -2.26 0.00
*
```

<S²>: 6.06
Relative energy (zero: lowest compared OMol25 entry of this formula, charge and spin): 0.350 eV
F_max: 2.2 eV Å⁻¹
HOMO (alpha / beta): -16.76 / -16.00 eV
Total energy: -37865.015 eV
Molar mass: 501.0 Da
Orbital gap (alpha / beta): 7.915 / 3.707 eV

***

Entry 8:
The following is a DFT calculation (ωB97M-V/def2-TZVPD) of C5H12NO as an isolated structure in a non-equilibrium geometry.

Geometry as ORCA input:
```
! wB97M-V def2-TZVPD RIJCOSX def2/J DEFGRID3
* xyz -1 1
C -2.10 0.82 -0.69
N -0.83 1.44 -0.55
C -0.12 0.92 0.55
C 1.06 0.00 0.28
C 1.58 -0.93 1.34
O 2.45 -1.93 1.39
C -1.83 -0.73 -1.17
H -2.93 1.43 -1.41
H -2.67 0.70 0.35
H 0.94 2.85 -4.96
H -0.76 0.24 1.30
H 0.17 1.66 1.38
H 1.82 0.50 -0.31
H 0.79 -1.21 0.26
H 1.04 -0.76 2.24
H 1.42 2.58 -4.35
H -2.64 -1.28 -1.65
H -1.59 -1.06 -0.20
H -0.87 -0.76 -1.76
*
```

Relative energy (zero: lowest compared OMol25 entry of this formula, charge and spin): 5.668 eV
F_max: 5.1 eV Å⁻¹
HOMO: -2.06 eV
Total energy: -8911.396 eV
Molar mass: 102.2 Da
Orbital gap: 6.039 eV